# 1
A cluster of 11 separate species, C7H32O11 in total at a distorted geometry. Source: the OMol25 dataset; level of theory: ωB97M-V with the def2-TZVPD basis set.

Output
M in g/mol: 292.3
Relative energy (zero: lowest compared OMol25 entry of this formula, charge and spin) in kJ/mol: 429.2

The geometry in ORCA input format:
```
! RIJCOSX wB97M-V def2-TZVPD def2/J DEFGRID3
* xyz 0 1
C -1.105 -2.530 -0.591
O -1.182 -1.388 -1.419
C -1.578 -2.325 0.865
C -1.462 -0.833 1.346
C -0.148 -0.231 1.732
C -0.046 1.034 2.241
C 1.113 1.713 2.900
C 1.208 3.037 2.888
H -0.051 -2.779 -0.507
H -1.774 -3.355 -1.021
H -2.008 -0.862 -1.205
H -1.093 -3.071 1.612
H -2.710 -2.508 0.927
H -2.140 -0.755 2.215
H -2.019 -0.223 0.576
H 0.727 -0.781 1.418
H -0.906 1.564 2.544
H 1.877 0.972 3.349
H 0.569 3.703 2.474
H 2.145 3.496 3.304
H -1.285 -0.738 -3.420
H -2.524 0.271 -3.709
O -1.871 -0.247 -4.061
H -0.413 -1.019 5.626
H -0.274 0.164 4.776
O -0.870 -0.606 4.930
H 4.845 -2.274 1.599
H 3.842 -1.184 2.111
O 4.135 -2.098 2.225
H -3.756 1.640 -1.546
H -2.632 1.463 -0.481
O -3.243 0.946 -0.910
H 3.662 1.633 -2.539
H 3.369 0.522 -1.730
O 3.348 1.470 -1.670
H 0.158 0.462 -2.786
H 1.156 1.065 -1.964
O 0.305 1.335 -2.437
H 1.631 -1.333 -1.783
H 2.759 -2.359 -1.862
O 2.492 -1.483 -2.267
H 2.304 -4.617 0.369
H 3.527 -3.945 1.177
O 2.939 -3.821 0.439
H -1.994 2.857 -4.340
H -0.916 2.965 -3.197
O -1.712 3.462 -3.599
H -2.692 3.790 -2.295
H -2.618 4.248 -0.902
O -3.087 3.551 -1.402
*
```



# 2
A cluster of 2 separate species, C6H10BrN2 in total at a distorted geometry. Source: the OMol25 dataset; level of theory: ωB97M-V with the def2-TZVPD basis set.

Output
M in g/mol: 190.1
Relative energy (zero: lowest compared OMol25 entry of this formula, charge and spin) in kJ/mol: 142.8

The geometry in ORCA input format:
```
! RIJCOSX wB97M-V def2-TZVPD def2/J DEFGRID3
* xyz 1 1
C 1.718 0.391 -0.867
C 0.705 1.092 -0.227
C -0.169 0.096 0.197
C 0.590 2.563 -0.080
C -0.286 -2.404 0.019
C -1.992 0.180 1.162
N 1.440 -0.920 -0.817
N 0.270 -1.096 -0.176
Br -3.307 -0.203 -0.133
H 2.602 0.772 -1.342
H -0.233 2.936 -0.686
H 0.398 2.836 0.955
H 1.506 3.047 -0.409
H 0.299 -2.966 0.749
H -1.310 -2.315 0.375
H -0.301 -2.947 -0.927
H -1.999 1.207 1.499
H -1.881 -0.575 1.926
H 1.952 -1.694 -1.218
*
```



# 3
An isolated molecule of C3H4O3 at a distorted geometry. Source: the OMol25 dataset; level of theory: ωB97M-V with the def2-TZVPD basis set.

Output
M in g/mol: 88.1
Relative energy (zero: lowest compared OMol25 entry of this formula, charge and spin) in kJ/mol: 541.7

The geometry in ORCA input format:
```
! RIJCOSX wB97M-V def2-TZVPD def2/J DEFGRID3
* xyz 0 1
C 0.092 -0.925 0.118
C -1.012 -0.006 -0.246
C -0.252 1.321 -0.416
H 1.912 -0.157 0.199
H -0.004 -1.006 1.350
H 0.077 -2.197 -0.089
H -0.724 2.207 -1.189
O 1.385 -0.705 -0.340
O -2.287 -0.071 0.142
O 0.814 1.539 0.470
*
```



# 4
A cluster of 2 separate species, C6H13N2S in total at a distorted geometry. Source: the OMol25 dataset; level of theory: ωB97M-V with the def2-TZVPD basis set.

Output
M in g/mol: 145.3
Relative energy (zero: lowest compared OMol25 entry of this formula, charge and spin) in kJ/mol: 336.4

The geometry in ORCA input format:
```
! RIJCOSX wB97M-V def2-TZVPD def2/J DEFGRID3
* xyz 1 1
C -0.479 3.024 -0.379
C -0.937 0.559 -0.382
C 4.393 -0.883 0.191
C -3.679 -1.121 0.597
C 3.178 -0.292 -0.488
C -2.695 -1.619 -0.450
N -0.798 1.681 -0.149
N 1.963 -0.418 -0.176
S -0.973 -1.087 -0.241
H -0.986 3.695 0.327
H -0.776 3.426 -1.373
H 4.152 -1.794 0.654
H 5.372 -1.079 -0.531
H 4.810 -0.309 0.992
H -3.840 -1.764 1.424
H -3.245 -0.171 0.959
H -4.613 -0.966 0.127
H 3.485 0.438 -1.182
H 0.613 3.136 -0.238
H -2.913 -1.472 -1.578
H -2.523 -2.641 -0.331
H 1.692 -1.271 0.483
*
```



# 5
A structure of composition C4H3O4. Source: the OMol25 dataset; level of theory: ωB97M-V with the def2-TZVPD basis set.

Output
M in g/mol: 115.1
Relative energy (zero: lowest compared OMol25 entry of this formula, charge and spin) in kJ/mol: 188.7

The geometry in ORCA input format:
```
! RIJCOSX wB97M-V def2-TZVPD def2/J DEFGRID3
* xyz -1 1
C 0.658 -0.214 0.000
C -0.476 0.508 0.000
C 2.193 0.019 0.000
C -1.277 -0.760 0.000
O 2.502 1.216 0.000
O 2.898 -0.992 0.000
O -0.035 -1.466 0.000
O -0.883 1.819 0.000
H -1.867 -0.979 0.897
H -1.867 -0.979 -0.897
H -1.845 1.829 0.001
*
```



# 6
A structure of composition C5H8O at a distorted geometry. Source: the OMol25 dataset; level of theory: ωB97M-V with the def2-TZVPD basis set.

Output
M in g/mol: 84.1
Relative energy (zero: lowest compared OMol25 entry of this formula, charge and spin) in kJ/mol: 435.6

The geometry in ORCA input format:
```
! RIJCOSX wB97M-V def2-TZVPD def2/J DEFGRID3
* xyz 0 1
C 1.640 -0.248 0.452
C 0.742 0.619 -0.409
C -0.540 0.073 -1.027
C -1.406 -0.835 0.209
O -1.128 -0.105 1.337
C -0.624 1.036 0.050
H 1.032 -0.829 1.148
H 2.328 0.369 1.039
H 2.233 -0.927 -0.169
H 1.292 1.427 -0.921
H -0.890 0.056 -2.069
H -1.111 -1.888 0.217
H -2.418 -0.675 -0.179
H -1.152 1.928 0.323
*
```



# 7
An isolated molecule of C2H8N4 at a distorted geometry. Source: the OMol25 dataset; level of theory: ωB97M-V with the def2-TZVPD basis set.

Output
M in g/mol: 88.1
Relative energy (zero: lowest compared OMol25 entry of this formula, charge and spin) in kJ/mol: 460.6

The geometry in ORCA input format:
```
! RIJCOSX wB97M-V def2-TZVPD def2/J DEFGRID3
* xyz 0 1
C -0.898 -1.023 -0.041
C -1.417 1.336 -0.026
N 1.832 -0.058 0.053
N 3.208 -0.039 -0.053
N 0.799 0.784 -0.093
N -0.422 0.316 0.239
H -0.148 -1.785 0.165
H -1.747 -1.215 0.617
H -1.225 -1.125 -1.086
H -2.304 1.118 0.566
H -1.004 2.296 0.270
H -1.691 1.380 -1.085
H 1.504 -1.001 0.316
H 3.514 -0.984 0.157
*
```



# 8
A structure of composition C26H18BrIN4O3Pt at a distorted geometry. Source: the OMol25 dataset; level of theory: ωB97M-V with the def2-TZVPD basis set.

Output
M in g/mol: 836.3
Relative energy (zero: lowest compared OMol25 entry of this formula, charge and spin) in kJ/mol: 0.0

The geometry in ORCA input format:
```
! RIJCOSX wB97M-V def2-TZVPD def2/J DEFGRID3
* xyz 0 1
Pt 0.366 -0.513 0.169
Br 5.464 4.495 -1.531
C 4.405 2.989 -1.094
C 4.832 1.710 -1.477
C 4.103 0.601 -1.144
C 2.901 0.706 -0.403
O 2.337 -0.397 -0.024
C 2.446 2.012 -0.081
C 1.248 2.247 0.664
N 0.335 1.365 0.913
C -0.731 1.722 1.795
C -1.323 2.955 1.757
C -2.415 3.260 2.596
C -2.904 2.335 3.468
C -2.308 1.054 3.548
C -2.758 0.056 4.447
C -2.134 -1.154 4.477
C -1.055 -1.379 3.590
N -0.623 -0.489 2.740
C -1.220 0.730 2.711
C 3.233 3.136 -0.408
H 5.748 1.605 -2.043
H 4.425 -0.389 -1.434
H 1.115 3.240 1.085
H -0.992 3.701 1.046
H -2.874 4.236 2.521
H -3.753 2.562 4.099
H -3.594 0.272 5.101
H -2.443 -1.933 5.159
H -0.551 -2.341 3.578
H 2.892 4.120 -0.111
I -5.622 0.649 0.855
C -3.804 -0.229 0.494
C -3.465 -1.559 0.687
N -2.196 -1.690 0.321
N -1.667 -0.521 -0.106
C -2.651 0.372 -0.003
H -4.043 -2.397 1.035
H -1.553 -2.490 0.314
H -2.499 1.392 -0.308
O 0.448 -4.519 -1.126
C 0.515 -3.314 -1.288
O 0.258 -2.509 -0.288
C 0.817 -2.777 -2.674
C 0.953 -3.737 -3.676
C 1.191 -3.361 -4.987
C 1.299 -2.019 -5.317
C 1.171 -1.057 -4.327
C 0.929 -1.429 -3.014
H 0.866 -4.779 -3.403
H 1.293 -4.118 -5.755
H 1.485 -1.725 -6.342
H 1.263 -0.007 -4.576
H 0.841 -0.692 -2.231
*
```



# 9
An isolated molecule of C6H12N2O at a distorted geometry. Source: the OMol25 dataset; level of theory: ωB97M-V with the def2-TZVPD basis set.

Output
M in g/mol: 128.2
Relative energy (zero: lowest compared OMol25 entry of this formula, charge and spin) in kJ/mol: 111.3

The geometry in ORCA input format:
```
! RIJCOSX wB97M-V def2-TZVPD def2/J DEFGRID3
* xyz 0 1
C 1.094 0.010 -0.931
C -1.403 -0.855 0.273
C 2.510 0.366 -1.380
C -2.482 0.076 0.812
N 1.110 -0.547 0.406
C -0.020 -0.687 1.143
C 0.185 1.239 -0.983
N 0.052 -0.831 2.391
O -0.102 1.926 -0.029
H 1.878 -0.237 0.990
H 0.671 -0.728 -1.630
H -0.819 -0.891 2.901
H 0.079 1.630 -2.019
H -1.382 -0.861 -0.816
H -1.664 -1.892 0.499
H 2.488 0.720 -2.407
H 2.927 1.149 -0.743
H 3.144 -0.515 -1.332
H -2.201 1.117 0.661
H -3.436 -0.112 0.316
H -2.630 -0.076 1.879
*
```



# 10
A structure of composition C14H23ClIO2P2Rh at a distorted geometry. Source: the OMol25 dataset; level of theory: ωB97M-V with the def2-TZVPD basis set.

Output
M in g/mol: 550.5
Relative energy (zero: lowest compared OMol25 entry of this formula, charge and spin) in kJ/mol: 131.3

The geometry in ORCA input format:
```
! RIJCOSX wB97M-V def2-TZVPD def2/J DEFGRID3
* xyz 2 5
C -3.534 2.582 -6.065
C -3.274 1.514 -5.048
H -4.371 2.262 -6.692
H -2.654 2.735 -6.692
H -3.791 3.524 -5.577
O -3.866 0.473 -4.907
I -1.651 1.848 -3.649
Rh 0.093 -0.388 -0.324
P 1.836 -1.242 -1.540
C 2.111 -3.041 -1.437
C 1.381 -0.932 -3.271
H 3.453 0.554 -1.376
H 4.179 -0.927 -2.084
H 3.883 -0.818 -0.323
C 3.503 -0.537 -1.312
H 1.240 0.144 -3.421
H 2.169 -1.313 -3.929
H 2.849 -3.355 -2.187
H 1.163 -3.563 -1.609
H 0.430 -1.434 -3.473
H 2.476 -3.291 -0.434
C -0.199 -1.986 0.452
O -0.203 -2.973 1.084
Cl 0.974 1.624 -1.278
C -2.790 0.837 2.488
P -1.128 0.672 1.657
C -0.765 2.459 1.475
C -0.163 0.094 3.114
C -0.739 -0.863 3.974
C 0.016 -1.402 5.026
C 1.360 -1.029 5.191
C 1.950 -0.121 4.289
C 1.186 0.435 3.248
H -3.502 1.332 1.813
H -2.653 1.472 3.385
H -3.224 -0.122 2.798
H -1.176 3.025 2.319
H 0.305 2.664 1.379
H -1.301 2.710 0.548
H -1.761 -1.230 3.805
H -0.432 -2.149 5.690
H 1.954 -1.465 6.000
H 3.001 0.133 4.388
H 1.665 1.091 2.506
*
```



# 11
A structure of composition C35H55AsGe2N2O8SSiSr at a distorted geometry. Source: the OMol25 dataset; level of theory: ωB97M-V with the def2-TZVPD basis set.

Output
M in g/mol: 999.7
Relative energy (zero: lowest compared OMol25 entry of this formula, charge and spin) in kJ/mol: 307.9

The geometry in ORCA input format:
```
! RIJCOSX wB97M-V def2-TZVPD def2/J DEFGRID3
* xyz -2 1
Sr -1.077 1.615 -0.701
C -3.131 -1.755 -3.853
C -2.042 -0.830 -3.306
Ge -1.347 -1.203 -1.407
C -3.166 -1.211 -0.443
C -3.760 -2.596 -0.177
C -1.050 -3.164 -1.563
C 0.017 -3.889 -1.172
Ge 1.608 -3.066 -0.294
C 2.581 -4.325 0.929
C 2.357 -5.835 0.940
C 2.747 -2.402 -1.815
C 3.207 -3.305 -2.951
C 0.040 -5.318 -1.526
C -1.084 -6.120 -1.283
C -1.125 -7.444 -1.684
C -0.040 -8.015 -2.343
C 1.088 -7.241 -2.575
C 1.129 -5.916 -2.161
H -3.530 -1.427 -4.822
H -3.973 -1.814 -3.156
H -2.753 -2.771 -3.989
H -2.430 0.199 -3.296
H -1.177 -0.816 -3.980
H -3.872 -0.580 -1.000
H -3.009 -0.723 0.528
H -4.088 -3.077 -1.104
H -4.624 -2.561 0.498
H -3.005 -3.245 0.278
H -1.825 -3.725 -2.095
H 2.252 -3.946 1.897
H 3.651 -4.094 0.867
H 1.290 -6.072 0.972
H 2.823 -6.281 1.826
H 2.776 -6.335 0.064
H 3.608 -1.900 -1.355
H 2.114 -1.607 -2.222
H 3.886 -4.092 -2.603
H 3.741 -2.740 -3.725
H 2.357 -3.790 -3.439
H -1.921 -5.684 -0.748
H -2.008 -8.039 -1.476
H -0.072 -9.050 -2.663
H 1.948 -7.670 -3.078
H 2.023 -5.332 -2.341
O -0.702 3.532 -2.010
As 0.157 4.218 -0.531
O 1.241 5.313 -0.998
O 0.714 2.841 0.167
C -1.364 5.257 0.031
C -1.054 6.601 0.058
C -2.045 7.569 -0.081
C -3.350 7.187 -0.343
C -3.673 5.833 -0.369
C -2.695 4.881 -0.151
S -3.219 3.226 0.215
O -4.482 3.319 0.892
O -2.105 2.759 1.004
O -3.243 2.490 -1.061
H -1.616 3.436 -1.710
H -0.013 6.885 0.134
H -1.787 8.618 -0.026
H -4.115 7.933 -0.504
H -4.691 5.508 -0.531
C 4.509 1.595 -2.657
C 3.373 2.279 -3.434
C 3.319 3.773 -3.104
C 3.546 2.060 -4.946
C 2.124 1.652 -3.027
N 1.147 1.111 -2.741
H 5.466 2.020 -2.970
H 4.521 0.519 -2.844
H 4.391 1.754 -1.585
H 4.281 4.227 -3.355
H 3.103 3.952 -2.055
H 2.535 4.272 -3.672
H 4.479 2.526 -5.271
H 2.721 2.511 -5.499
H 3.583 0.995 -5.187
O -0.704 -3.468 1.717
C -1.089 -3.097 2.828
C -2.188 -3.870 3.598
C -2.412 -2.998 4.818
C -1.283 -1.938 4.700
O -1.059 -1.136 5.601
N -0.639 -2.047 3.523
H -1.801 -4.862 3.838
H -3.058 -4.002 2.954
H -2.331 -3.512 5.777
H -3.371 -2.477 4.804
C 2.837 -2.092 3.538
Si 2.718 -0.915 2.057
C 2.235 0.771 2.745
C 4.466 -0.788 1.295
C 1.469 -1.392 0.731
H 3.276 -1.557 4.387
H 3.445 -2.977 3.342
H 1.828 -2.400 3.827
H 3.040 1.210 3.341
H 1.361 0.641 3.392
H 1.960 1.479 1.962
H 5.186 -0.403 2.025
H 4.474 -0.118 0.428
H 4.819 -1.767 0.957
H 0.486 -1.355 1.207
H 1.480 -0.579 -0.004
*
```



# 12
A structure of composition C47H65N8OP2SSe2Si4V. Source: the OMol25 dataset; level of theory: ωB97M-V with the def2-TZVPD basis set.

Output
M in g/mol: 1173.3
Relative energy (zero: lowest compared OMol25 entry of this formula, charge and spin) in kJ/mol: 49.5

The geometry in ORCA input format:
```
! RIJCOSX wB97M-V def2-TZVPD def2/J DEFGRID3
* xyz 0 3
V -1.360 -0.815 0.264
N -4.318 -3.032 -2.780
C -3.736 -2.011 -2.030
S -2.724 -0.897 -2.884
N -3.999 -2.077 -0.759
N -3.342 -1.128 0.057
C -4.176 -0.466 0.793
C -3.901 0.524 1.801
C -5.015 1.170 2.370
C -4.865 2.144 3.326
C -3.574 2.484 3.748
C -2.466 1.859 3.227
C -2.607 0.870 2.239
O -1.533 0.265 1.790
H -4.557 -2.746 -3.713
H -5.062 -3.505 -2.284
H -5.227 -0.663 0.596
H -6.005 0.887 2.028
H -5.730 2.637 3.748
H -3.443 3.249 4.504
H -1.464 2.106 3.555
Se 5.317 0.931 -0.497
P 3.658 2.183 -0.808
C 3.675 3.626 0.296
C 3.098 4.843 -0.056
C 3.168 5.931 0.798
C 3.801 5.804 2.027
C 4.368 4.592 2.392
C 4.317 3.509 1.526
C 3.596 2.826 -2.507
C 4.380 3.917 -2.874
C 4.475 4.296 -4.205
C 3.798 3.580 -5.182
C 3.020 2.488 -4.824
C 2.920 2.112 -3.494
C 2.082 1.276 -0.601
C 0.720 1.455 -0.868
N 0.145 0.255 -0.626
N 1.080 -0.583 -0.193
N 2.246 -0.004 -0.192
P -0.423 2.817 -1.236
Se -2.422 2.209 -1.033
C 0.006 4.101 -0.038
C 0.492 3.718 1.212
C 0.627 4.658 2.222
C 0.269 5.979 1.996
C -0.233 6.361 0.759
C -0.374 5.424 -0.254
C -0.094 3.386 -2.926
C -0.678 2.635 -3.947
C -0.495 3.004 -5.270
C 0.253 4.132 -5.584
C 0.830 4.883 -4.573
C 0.663 4.508 -3.246
H 2.615 4.952 -1.014
H 2.721 6.874 0.506
H 3.856 6.653 2.698
H 4.866 4.488 3.348
H 4.785 2.567 1.787
H 4.937 4.463 -2.122
H 5.089 5.145 -4.479
H 3.874 3.876 -6.221
H 2.479 1.936 -5.583
H 2.310 1.259 -3.221
H 0.759 2.686 1.406
H 1.016 4.353 3.186
H 0.376 6.712 2.787
H -0.528 7.388 0.585
H -0.809 5.721 -1.201
H -1.305 1.786 -3.694
H -0.960 2.421 -6.056
H 0.381 4.427 -6.619
H 1.415 5.763 -4.811
H 1.103 5.113 -2.468
C 0.996 -5.611 -0.032
Si 1.209 -4.308 1.353
C 2.761 -3.330 0.934
C 1.655 -5.375 2.839
Si -0.622 -2.866 1.741
Si -2.420 -4.294 2.255
C -2.048 -5.485 3.670
C -2.886 -5.357 0.765
C -3.994 -3.369 2.717
Si -0.055 -1.811 3.776
C -1.611 -1.287 4.706
C 0.866 -2.864 5.045
C 1.093 -0.347 3.471
H 1.423 -6.545 0.346
H 1.561 -5.353 -0.936
H -0.034 -5.829 -0.316
H 3.542 -4.009 0.574
H 3.145 -2.834 1.832
H 2.613 -2.540 0.195
H 2.501 -6.002 2.536
H 0.836 -6.037 3.136
H 1.957 -4.802 3.716
H -1.314 -6.241 3.375
H -2.967 -6.006 3.958
H -1.659 -4.972 4.554
H -2.083 -6.049 0.489
H -3.140 -4.731 -0.096
H -3.769 -5.959 1.011
H -3.834 -2.568 3.443
H -4.696 -4.087 3.155
H -4.462 -2.950 1.823
H -1.977 -2.145 5.281
H -2.425 -0.936 4.074
H -1.372 -0.490 5.418
H 0.413 -3.845 5.213
H 0.836 -2.311 5.991
H 1.918 -3.010 4.786
H 0.705 0.346 2.722
H 2.072 -0.701 3.132
H 1.241 0.194 4.413
N -0.712 -3.263 -4.337
C -0.880 -4.399 -3.355
C -1.002 -3.718 -2.010
N 0.095 -2.826 -1.687
C 0.538 -1.931 -2.742
C 0.621 -2.589 -4.109
H -1.468 -2.571 -4.140
H -0.807 -3.580 -5.295
H -0.003 -5.037 -3.465
H -1.783 -4.943 -3.625
H -1.147 -4.437 -1.209
H -1.909 -3.134 -2.072
H 0.862 -3.303 -1.234
H 1.498 -1.491 -2.472
H -0.185 -1.117 -2.829
H 1.374 -3.374 -4.178
H 0.770 -1.863 -4.909
*
```